Record 1
Density functional theory data (ωB97M-V/def2-TZVPD) for a structure of composition C3H14NO2 in a non-equilibrium geometry.

CARTESIAN COORDINATES (ANGSTROEM)
C (-1.1683, 1.0214, -0.9080)
C (0.3512, 1.5538, -0.9558)
C (0.5675, 2.6794, 0.0151)
N (-0.7053, -2.5931, 0.5022)
H (-1.6444, 0.9318, 0.1173)
H (-1.7295, 1.6268, -1.6084)
H (0.5647, 1.6906, -1.9998)
H (0.9276, 0.6752, -0.5928)
H (0.9363, 3.6601, -0.2738)
H (-0.4710, 2.7258, 0.5342)
H (1.2031, 2.2689, 0.8095)
H (-0.3735, -3.2958, 1.1869)
H (-1.7226, -2.6102, 0.4809)
H (-1.2033, -0.0137, -1.2482)
H (-0.3851, -0.9346, 1.5182)
H (0.3067, -0.1675, 2.6183)
O (-0.1868, -0.0135, 1.7960)
H (0.2925, -2.2650, -0.2256)
H (1.8887, -2.6456, -1.0860)
O (1.1968, -1.9489, -0.9535)

Atoms 1-6, force components in eV/Å:
C -1.40 -2.33 1.94
C 0.67 2.18 0.11
C -0.50 -1.09 -1.53
N 1.15 -1.29 0.34
H 0.67 0.82 -1.17
H 0.12 0.81 -0.08

Output
**Molecular weight**: 96.15 g/mol
**HOMO energy (spin up / spin down)**: -19.74 / -19.77 eV
**Charge**: +2
**Energy relative to the best compared isomer or geometry (same formula, charge and spin)**: 143.09 kcal per mole
**2S+1**: 2

Results of the natural (NBO) charge analysis, in e, for atoms 1 through 2: C -0.50; C -0.32


Record 2
Density functional theory data (ωB97M-V/def2-TZVPD) for a structure of composition C9H11NO3 in a non-equilibrium geometry.

CARTESIAN COORDINATES (ANGSTROEM)
C (3.9508, -1.2715, 0.0807)
C (1.6075, -0.6964, -0.0879)
C (0.2373, -1.1385, -0.1405)
C (-0.8864, -0.3044, -0.0520)
C (-3.3660, -0.5394, 0.0957)
C (-3.7250, 0.8384, -0.1458)
C (-0.7124, 1.0326, -0.1342)
C (0.5928, 1.5081, -0.0311)
C (1.7053, 0.7083, 0.0223)
H (4.3176, -1.4535, 1.3566)
H (4.1491, 0.0598, -0.3358)
H (4.4472, -2.2534, -0.8241)
H (0.0572, -2.1855, -0.0306)
H (-2.0316, -1.9751, 0.0562)
H (-3.1764, 1.3556, -0.9338)
H (-3.4754, 1.5090, 0.7549)
H (-4.7669, 0.7964, -0.4114)
H (-1.5162, 1.8053, -0.1020)
H (0.6886, 2.5457, 0.1196)
H (2.9038, 2.2557, 0.5564)
N (-2.0944, -0.9813, 0.1043)
O (2.5500, -1.6444, -0.1541)
O (-4.3489, -1.3172, 0.1508)
O (2.8925, 1.3456, 0.0858)

Atoms 1-6, force components in eV/Å:
C 1.68 -0.27 -1.49
C -3.09 0.54 -0.04
C 1.58 0.63 0.78
C 0.63 -1.76 -0.55
C -2.56 -2.19 -0.69
C 0.76 3.22 0.94

Output
**Molecular weight**: 181.19 g/mol
**HOMO energy**: -8.21 eV
**Charge**: 0
**Energy relative to the best compared isomer or geometry (same formula, charge and spin)**: 117.89 kcal per mole

Results of the natural (NBO) charge analysis, in e, for atoms 1 through 2: C -0.35; C 0.28


Record 3
Density functional theory data (ωB97M-V/def2-TZVPD) for a structure of composition C16H22CuN4O2 in a non-equilibrium geometry.

CARTESIAN COORDINATES (ANGSTROEM)
Cu (0.3544, 0.7663, 0.0305)
O (-1.4266, -0.5840, -0.6191)
H (-2.1503, -0.8424, -1.2223)
O (1.5278, -1.2338, 0.0476)
H (1.8778, -1.8877, 0.6835)
N (-2.2557, -1.3768, 1.7531)
C (-3.5359, -1.7727, 2.0221)
C (-3.5509, -2.5592, 3.1384)
C (-2.1399, -2.7505, 3.4902)
C (-1.3910, -2.0088, 2.6676)
H (-1.9901, -0.7273, 1.0267)
H (-4.3705, -1.2376, 1.5939)
H (-4.4469, -3.0180, 3.5297)
H (-1.6723, -3.4130, 4.2036)
H (-0.3204, -1.8887, 2.5915)
N (1.6725, 0.5897, 2.3842)
C (0.7318, 1.5068, 2.7914)
C (1.4772, 2.6973, 3.0272)
C (2.7677, 2.5143, 2.6699)
C (2.8585, 1.1879, 2.2726)
H (1.5468, -0.4070, 2.2797)
H (-0.3395, 1.4069, 2.8850)
H (0.9472, 3.5133, 3.4958)
H (3.5105, 3.2973, 2.6307)
H (3.6876, 0.5755, 1.9500)
N (-0.3365, -2.5776, -4.4895)
C (0.9372, -2.9805, -4.4810)
C (1.6290, -2.2458, -3.5204)
C (0.8011, -1.2717, -3.0248)
C (-0.5016, -1.5318, -3.6495)
H (-1.1326, -2.9839, -4.9599)
H (1.2570, -3.7946, -5.1146)
H (2.6798, -2.2480, -3.2708)
H (1.1344, -0.5008, -2.3458)
H (-1.3924, -0.9456, -3.4786)
N (0.4242, 2.2864, -2.2482)
C (1.3497, 2.8027, -1.3536)
C (0.6941, 3.4616, -0.3021)
C (-0.6991, 3.2888, -0.6089)
C (-0.8359, 2.5074, -1.7558)
H (0.5923, 1.9112, -3.1707)
H (2.3659, 2.7249, -1.7110)
H (1.0062, 3.9264, 0.6214)
H (-1.6213, 3.6738, -0.1995)
H (-1.7214, 2.1495, -2.2600)

Atoms 1-6, force components in eV/Å:
Cu -0.19 -1.66 -0.44
O -0.25 0.72 0.14
H 0.62 0.50 0.38
O 0.17 0.52 0.67
H -0.27 0.48 -0.38
N 0.12 -1.33 2.47

Output
**Molecular weight**: 365.92 g/mol
**HOMO energy (spin up / spin down)**: 3.30 / -1.52 eV
**Charge**: -2
**Energy relative to the best compared isomer or geometry (same formula, charge and spin)**: 36.84 kcal per mole
**2S+1**: 2

Results of the natural (NBO) charge analysis, in e, for atoms 1 through 2: Cu 0.78; O -1.33


Record 4
Density functional theory data (ωB97M-V/def2-TZVPD) for a structure of composition C2H5O3Sm in a non-equilibrium geometry.

CARTESIAN COORDINATES (ANGSTROEM)
H (3.8022, -0.0849, -1.0058)
O (2.5111, 0.3852, 0.4597)
O (1.4942, 0.1153, -0.4379)
C (3.6725, 0.2689, 0.0226)
H (4.4502, 0.5973, 0.7166)
Sm (1.7295, -1.8646, -1.5347)
O (3.3089, -3.5263, -1.5841)
C (4.6183, -3.8605, -1.3244)
H (5.1271, -4.2540, -2.2249)
H (5.2250, -2.9546, -0.9535)
H (4.7137, -4.6245, -0.5289)

Atoms 1-6, force components in eV/Å:
H 0.50 0.34 0.19
O 0.64 0.25 0.12
O 0.22 -1.08 -0.62
C -0.41 0.69 0.56
H 0.13 -0.26 -0.16
Sm 1.70 -3.12 -0.27

Output
**Molecular weight**: 227.42 g/mol
**HOMO energy (spin up / spin down)**: -17.83 / -18.50 eV
**Charge**: +2
**2S+1**: 6

Results of the natural (NBO) charge analysis, in e, for atoms 1 through 2: H 0.17; O -0.03


Record 5
Density functional theory data (ωB97M-V/def2-TZVPD) for a structure of composition C33H39MnN2S3SeSi.

CARTESIAN COORDINATES (ANGSTROEM)
Mn (0.0380, 0.3134, 0.0196)
C (-3.0066, 1.0610, 6.3533)
Si (-3.0795, 0.7410, 4.4956)
C (-4.1077, 2.1059, 3.7343)
C (-3.8734, -0.9365, 4.2532)
C (-1.3154, 0.7564, 3.8617)
C (-0.2392, 0.9806, 4.7033)
C (1.0702, 1.0098, 4.2197)
C (1.2587, 0.8014, 2.8699)
N (0.2451, 0.5611, 2.0422)
C (-1.0245, 0.5486, 2.4921)
S (-2.1830, 0.2912, 1.2412)
H (-4.0169, 1.0511, 6.7674)
H (-2.5651, 2.0326, 6.5821)
H (-2.4292, 0.2955, 6.8747)
H (-5.1137, 2.1119, 4.1601)
H (-4.1808, 1.9741, 2.6558)
H (-3.6488, 3.0778, 3.9263)
H (-4.8875, -0.9493, 4.6584)
H (-3.2915, -1.7055, 4.7655)
H (-3.9133, -1.1905, 3.1949)
H (-0.4099, 1.1490, 5.7607)
H (1.9136, 1.2021, 4.8679)
H (2.2444, 0.8227, 2.4190)
C (-2.9907, 3.7591, -5.4679)
C (-1.5328, 3.4639, -5.0921)
C (-1.1194, 4.3996, -3.9645)
C (-0.6295, 3.7513, -6.3007)
C (-1.3987, 1.9941, -4.6976)
C (-1.6941, 1.0232, -5.6717)
C (-1.5788, -0.3254, -5.4221)
C (-1.1586, -0.7206, -4.1577)
S (-0.8975, -2.3280, -3.5683)
C (-0.4376, -1.6556, -2.0335)
N (-0.4770, -0.3440, -1.9491)
C (-0.8763, 0.2207, -3.1620)
C (-0.9976, 1.5865, -3.4361)
C (-0.0066, -2.4655, -0.9036)
C (0.0409, -3.8617, -0.9544)
C (0.4716, -4.5563, 0.1594)
C (0.8431, -3.8385, 1.2988)
C (0.7782, -2.4535, 1.3234)
C (0.3476, -1.6978, 0.2178)
H (-3.1005, 4.8127, -5.7356)
H (-3.6516, 3.5496, -4.6259)
H (-3.3230, 3.1585, -6.3156)
H (-1.1969, 5.4356, -4.3003)
H (-0.0877, 4.2226, -3.6602)
H (-1.7468, 4.2917, -3.0792)
H (-0.6956, 4.8079, -6.5701)
H (-0.9116, 3.1635, -7.1746)
H (0.4108, 3.5234, -6.0632)
H (-2.0157, 1.3408, -6.6553)
H (-1.8060, -1.0563, -6.1873)
H (-0.7605, 2.2869, -2.6465)
H (-0.2551, -4.4027, -1.8475)
H (0.5118, -5.6383, 0.1516)
H (1.1767, -4.3778, 2.1799)
H (1.0650, -1.9422, 2.2388)
Se (0.6608, 2.6842, -0.1479)
C (-0.5559, 4.0770, -0.5855)
C (-1.9177, 3.9502, -0.2882)
C (-2.7950, 4.9987, -0.5125)
C (-2.3370, 6.2038, -1.0325)
C (-0.9863, 6.3406, -1.3236)
C (-0.1080, 5.2920, -1.1051)
H (-2.2738, 3.0133, 0.1269)
H (-3.8446, 4.8755, -0.2727)
H (-3.0215, 7.0251, -1.2033)
H (-0.6128, 7.2750, -1.7278)
H (0.9454, 5.4064, -1.3339)
C (3.5982, -1.4376, -0.5270)
S (3.0459, 0.2649, -0.3364)
C (3.2132, 0.8552, -2.0289)
H (3.2213, -1.8479, -1.4635)
H (3.1659, -2.0160, 0.2864)
H (4.6846, -1.5169, -0.4983)
H (4.2446, 1.1092, -2.2710)
H (2.5838, 1.7420, -2.1004)
H (2.8434, 0.0970, -2.7191)

Atoms 1-6, force components in eV/Å:
Mn 0.21 -0.76 0.25
C 0.00 -0.01 -0.04
Si 0.02 0.01 0.07
C 0.03 -0.02 -0.01
C 0.02 0.02 -0.02
C -0.05 -0.03 0.01

Output
**Molecular weight**: 721.87 g/mol
**HOMO energy (spin up / spin down)**: -3.84 / -3.79 eV
**Charge**: -1
**Energy relative to the best compared isomer or geometry (same formula, charge and spin)**: 7.42 kcal per mole
**2S+1**: 2

Results of the Mulliken charge analysis, in e, for atoms 1 through 2: Mn -0.70; C -1.15


Record 6
Density functional theory data (ωB97M-V/def2-TZVPD) for a cluster of 2 separate species, C2H4BrClIN in total in a non-equilibrium geometry.

CARTESIAN COORDINATES (ANGSTROEM)
C (0.4413, 0.6398, -1.2086)
C (-1.3750, -0.0099, 0.2352)
N (-0.5112, 0.7789, -0.1431)
Cl (0.1691, -0.8046, 2.7958)
Br (-1.8191, -1.9179, -0.4514)
I (2.4765, -0.7099, 2.2557)
H (0.3346, -0.1764, -1.9461)
H (0.8264, 1.5363, -1.7361)
H (1.5289, 0.3814, -0.8515)
H (-2.0716, 0.2823, 1.0501)

Atoms 1-6, force components in eV/Å:
C 3.56 -1.08 -0.31
C -0.81 -0.33 0.30
N 0.55 0.14 -1.03
Cl -2.80 -0.18 0.85
Br 0.50 1.50 0.35
I 2.86 0.13 -0.71

Output
**Molecular weight**: 284.32 g/mol
**HOMO energy (spin up / spin down)**: -8.03 / -9.90 eV
**Charge**: 0
**Energy relative to the best compared isomer or geometry (same formula, charge and spin)**: 0.00 kcal per mole
**2S+1**: 3

Results of the natural (NBO) charge analysis, in e, for atoms 1 through 2: C -0.47; C 0.16